A molecular structure, C31H43BCdF4N9O3PS, computed with ωB97M-V/def2-TZVPD.

Summary:
LUMO energy   4.056 eV
Highest occupied orbital energy   -2.879 eV
Frontier orbital gap   0.2548 Ha

Structure (ORCA input):
```
! wB97M-V def2-TZVPD RIJCOSX def2/J DEFGRID3
* xyz -2 1
Cd -0.885 -0.267 0.364
C 7.145 -3.458 1.133
C 6.389 -2.155 1.219
C 5.086 -2.050 0.749
C 4.380 -0.856 0.851
C 4.981 0.251 1.432
C 6.286 0.163 1.902
C 6.983 -1.030 1.788
S 4.069 1.784 1.630
O 4.256 2.533 0.408
O 4.650 2.384 2.823
N 2.576 1.346 1.733
C 2.135 0.537 2.751
C 2.664 0.512 4.064
C 2.108 -0.339 4.992
C 1.031 -1.148 4.656
C 0.564 -1.046 3.354
N 1.073 -0.239 2.442
H 6.526 -4.241 0.694
H 7.460 -3.795 2.124
H 8.044 -3.356 0.521
H 4.605 -2.916 0.307
H 3.361 -0.779 0.491
H 6.733 1.033 2.369
H 8.002 -1.095 2.157
H 3.493 1.161 4.306
H 2.498 -0.361 6.004
H 0.565 -1.822 5.365
H -0.804 -2.539 3.677
F -4.695 -0.538 3.293
B -4.732 -0.270 1.916
F -3.408 0.025 1.462
F -5.203 -1.399 1.206
F -5.558 0.846 1.649
N -0.367 1.279 -0.846
P -1.167 2.583 -0.960
N -2.704 2.407 -1.601
C -3.176 1.057 -1.951
C -4.315 1.171 -2.955
C -5.535 1.839 -2.298
C -5.088 2.846 -1.223
C -3.731 3.447 -1.567
N -1.488 3.611 0.343
C -2.237 3.039 1.469
C -1.327 2.559 2.597
C -0.396 3.680 3.053
C 0.380 4.235 1.858
C -0.600 4.684 0.773
N -0.384 3.680 -2.012
C -0.781 3.518 -3.424
C 0.252 4.160 -4.337
C 1.596 3.415 -4.260
C 1.807 2.829 -2.855
C 1.094 3.688 -1.821
H -3.538 0.517 -1.067
H -2.344 0.485 -2.353
H -4.572 0.180 -3.336
H -3.968 1.768 -3.807
H -6.165 1.077 -1.832
H -6.143 2.339 -3.060
H -5.021 2.348 -0.254
H -5.824 3.648 -1.119
H -3.439 4.197 -0.832
H -3.798 3.961 -2.541
H -2.869 2.226 1.115
H -2.908 3.818 1.859
H -0.714 1.738 2.227
H -1.935 2.177 3.421
H 0.291 3.320 3.824
H -0.997 4.487 3.497
H 1.023 3.446 1.457
H 1.020 5.070 2.158
H -0.086 5.095 -0.092
H -1.232 5.486 1.187
H -1.755 3.986 -3.575
H -0.890 2.459 -3.704
H 0.381 5.203 -4.032
H -0.129 4.172 -5.362
H 2.409 4.103 -4.510
H 1.618 2.615 -5.006
H 2.867 2.753 -2.608
H 1.387 1.824 -2.775
H 1.461 4.721 -1.872
H 1.329 3.304 -0.830
N -3.824 -3.626 0.023
C -2.774 -2.764 0.206
O -2.448 -1.991 -0.695
C -2.070 -2.842 1.496
C -1.133 -1.882 1.778
N -0.525 -1.865 2.975
C -2.399 -3.865 2.439
N -2.638 -4.706 3.196
H -4.458 -3.310 -0.694
H -4.281 -3.940 0.865
*
```